Entry 1:
{"formula": "C44H99N9O10", "method": "ωB97M-V/def2-TZVPD", "symbols": ["C", "C", "C", "O", "C", "N", "H", "H", "H", "H", "H", "H", "H", "H", "H", "H", "H", "C", "C", "C", "O", "C", "N", "H", "H", "H", "H", "H", "H", "H", "H", "H", "H", "H", "C", "C", "C", "O", "C", "N", "H", "H", "H", "H", "H", "H", "H", "H", "H", "H", "H", "C", "C", "C", "O", "C", "N", "H", "H", "H", "H", "H", "H", "H", "H", "H", "H", "H", "C", "C", "C", "O", "C", "N", "H", "H", "H", "H", "H", "H", "H", "H", "H", "H", "H", "C", "C", "C", "O", "C", "N", "H", "H", "H", "H", "H", "H", "H", "H", "H", "H", "H", "C", "C", "C", "O", "C", "N", "H", "H", "H", "H", "H", "H", "H", "H", "H", "H", "H", "C", "C", "C", "O", "C", "N", "H", "H", "H", "H", "H", "H", "H", "H", "H", "H", "H", "C", "C", "C", "C", "C", "C", "H", "H", "H", "H", "H", "H", "C", "C", "C", "C", "C", "C", "N", "O", "O", "H", "H", "H", "H", "H"], "positions_angstrom": [[-3.573, -3.419, -2.996], [-3.522, -2.402, -1.875], [-4.453, -2.797, -0.760], [-5.732, -2.973, -1.309], [-6.671, -3.408, -0.350], [-2.157, -2.351, -1.327], [-4.519, -3.350, -3.534], [-3.474, -4.434, -2.608], [-2.782, -3.235, -3.728], [-3.828, -1.407, -2.227], [-4.469, -2.107, 0.101], [-4.049, -3.731, -0.329], [-7.627, -3.564, -0.846], [-6.779, -2.682, 0.466], [-6.370, -4.377, 0.079], [-1.473, -2.153, -2.054], [-2.067, -1.579, -0.653], [0.865, -0.346, 0.582], [-0.415, 0.437, 0.453], [-0.683, 0.786, -0.976], [0.324, 1.534, -1.623], [0.573, 2.807, -1.077], [-1.541, -0.336, 1.034], [1.695, 0.209, 0.132], [0.828, -1.296, 0.041], [1.145, -0.519, 1.625], [-0.285, 1.334, 1.081], [-1.700, 1.204, -1.107], [-0.770, -0.144, -1.554], [1.351, 3.276, -1.696], [1.001, 2.754, -0.075], [-0.287, 3.485, -1.148], [-1.226, -0.743, 1.907], [-2.274, 0.331, 1.256], [5.766, -1.282, 3.766], [6.245, -0.588, 2.510], [5.074, -0.258, 1.597], [5.506, 0.557, 0.542], [4.453, 1.265, -0.074], [6.962, 0.644, 2.923], [5.292, -2.245, 3.537], [5.025, -0.708, 4.328], [6.629, -1.542, 4.378], [6.995, -1.229, 2.040], [4.307, 0.196, 2.247], [4.650, -1.189, 1.198], [4.905, 1.939, -0.797], [3.844, 1.783, 0.675], [3.801, 0.588, -0.648], [7.034, 1.281, 2.137], [6.434, 1.115, 3.652], [-5.683, 0.608, -3.006], [-5.769, 1.731, -4.010], [-4.411, 1.958, -4.626], [-3.588, 2.448, -3.583], [-2.285, 2.822, -4.006], [-6.793, 1.473, -5.055], [-5.306, -0.294, -3.496], [-6.626, 0.368, -2.509], [-4.972, 0.834, -2.215], [-5.945, 2.705, -3.528], [-4.484, 2.718, -5.420], [-3.991, 1.057, -5.096], [-1.740, 3.135, -3.114], [-2.300, 3.709, -4.664], [-1.775, 2.020, -4.551], [-7.568, 0.979, -4.627], [-7.142, 2.364, -5.387], [-3.148, 3.319, 3.863], [-1.994, 3.218, 2.869], [-2.462, 3.313, 1.431], [-3.316, 2.243, 1.126], [-4.106, 2.458, -0.038], [-1.031, 4.309, 3.132], [-2.813, 2.993, 4.847], [-3.977, 2.685, 3.542], [-3.543, 4.334, 3.935], [-1.426, 2.292, 3.003], [-1.592, 3.235, 0.749], [-2.869, 4.310, 1.204], [-3.508, 2.785, -0.896], [-4.857, 3.233, 0.160], [-4.604, 1.515, -0.239], [-1.435, 5.228, 3.242], [-0.319, 4.345, 2.403], [1.897, 1.553, 3.951], [2.445, 2.962, 4.197], [2.808, 3.604, 2.891], [1.657, 3.761, 2.121], [1.685, 4.916, 1.307], [1.450, 3.822, 4.886], [0.944, 1.579, 3.408], [1.692, 1.015, 4.883], [2.588, 0.935, 3.366], [3.379, 2.875, 4.763], [3.580, 2.993, 2.396], [3.317, 4.554, 3.112], [1.397, 5.760, 1.939], [0.974, 4.739, 0.505], [2.675, 5.062, 0.878], [0.766, 3.984, 4.129], [0.921, 3.156, 5.454], [1.327, -0.806, -5.701], [1.130, -0.255, -4.302], [1.469, -1.219, -3.185], [0.443, -2.157, -2.944], [0.703, -3.480, -3.381], [1.865, 0.998, -4.114], [0.988, -0.108, -6.467], [0.719, -1.714, -5.827], [2.346, -1.140, -5.910], [0.045, -0.081, -4.199], [1.496, -0.617, -2.259], [2.474, -1.658, -3.242], [1.403, -3.982, -2.707], [1.128, -3.498, -4.393], [-0.260, -3.983, -3.417], [1.376, 1.708, -4.666], [1.549, 1.277, -3.176], [4.242, -6.196, 1.488], [3.380, -5.050, 1.944], [2.961, -4.158, 0.793], [4.082, -3.461, 0.326], [3.738, -2.547, -0.688], [2.255, -5.589, 2.723], [3.694, -6.728, 0.697], [4.503, -6.849, 2.310], [5.138, -5.822, 0.990], [4.023, -4.474, 2.621], [2.121, -3.516, 1.095], [2.587, -4.810, -0.022], [3.050, -1.770, -0.324], [3.182, -3.100, -1.462], [4.589, -2.015, -1.106], [1.722, -4.823, 3.125], [1.636, -6.124, 2.121], [4.308, 5.300, -1.299], [5.509, 4.654, -1.037], [5.724, 3.363, -1.493], [4.746, 2.720, -2.236], [3.566, 3.393, -2.539], [3.331, 4.664, -2.063], [4.142, 6.325, -0.987], [6.300, 5.181, -0.518], [6.695, 2.921, -1.303], [4.883, 1.723, -2.633], [2.795, 2.882, -3.109], [2.393, 5.174, -2.245], [-3.365, -2.492, 3.526], [-3.031, -3.193, 2.373], [-3.530, -4.469, 2.221], [-4.318, -5.038, 3.203], [-4.704, -4.316, 4.320], [-4.212, -3.037, 4.483], [-4.773, -6.429, 3.038], [-5.312, -6.959, 3.996], [-4.587, -6.962, 1.967], [-2.934, -1.505, 3.672], [-2.382, -2.802, 1.602], [-3.241, -5.063, 1.365], [-5.401, -4.682, 5.061], [-4.475, -2.453, 5.354]], "orbital_gap_ev": 8.525, "largest_force_ha_per_bohr": 0.0497, "lumo_energy_ha": -0.0131, "total_charge": 0, "smiles": "O=[N+]([O-])c1ccccc1.COC[C@H](C)N.COC[C@H](C)N.COC[C@H](C)N.COC[C@H](C)N.COC[C@H](C)N.COC[C@H](C)N.COC[C@H](C)N.COC[C@H](C)N.c1ccccc1"}

=====

Entry 2:
{"formula": "C45H105N15O15", "method": "ωB97M-V/def2-TZVPD", "symbols": ["C", "C", "O", "N", "C", "H", "H", "H", "H", "H", "H", "H", "C", "C", "O", "N", "C", "H", "H", "H", "H", "H", "H", "H", "C", "C", "O", "N", "C", "H", "H", "H", "H", "H", "H", "H", "C", "C", "O", "N", "C", "H", "H", "H", "H", "H", "H", "H", "C", "C", "O", "N", "C", "H", "H", "H", "H", "H", "H", "H", "C", "C", "O", "N", "C", "H", "H", "H", "H", "H", "H", "H", "C", "C", "O", "N", "C", "H", "H", "H", "H", "H", "H", "H", "C", "C", "O", "N", "C", "H", "H", "H", "H", "H", "H", "H", "C", "C", "O", "N", "C", "H", "H", "H", "H", "H", "H", "H", "C", "C", "O", "N", "C", "H", "H", "H", "H", "H", "H", "H", "C", "C", "O", "N", "C", "H", "H", "H", "H", "H", "H", "H", "C", "C", "O", "N", "C", "H", "H", "H", "H", "H", "H", "H", "C", "C", "O", "N", "C", "H", "H", "H", "H", "H", "H", "H", "C", "C", "O", "N", "C", "H", "H", "H", "H", "H", "H", "H", "C", "C", "O", "N", "C", "H", "H", "H", "H", "H", "H", "H"], "positions_angstrom": [[24.048, -21.713, -19.491], [23.890, -23.093, -18.864], [24.291, -24.016, -19.495], [23.225, -23.337, -17.740], [22.819, -22.332, -16.780], [23.635, -20.865, -18.945], [23.693, -21.725, -20.522], [25.113, -21.491, -19.564], [22.966, -24.293, -17.539], [23.666, -21.700, -16.512], [22.384, -22.749, -15.871], [22.128, -21.675, -17.308], [23.908, -15.154, -14.450], [24.083, -16.179, -13.370], [24.927, -17.087, -13.441], [23.377, -16.097, -12.307], [23.226, -17.138, -11.288], [24.622, -15.299, -15.261], [24.072, -14.172, -14.007], [22.928, -15.197, -14.925], [22.614, -15.448, -12.441], [22.787, -16.624, -10.433], [24.183, -17.473, -10.887], [22.641, -17.994, -11.624], [19.581, -18.375, -21.067], [18.791, -19.621, -20.733], [18.087, -19.710, -19.731], [19.145, -20.681, -21.462], [18.605, -21.994, -21.193], [19.808, -17.832, -20.150], [18.980, -17.794, -21.766], [20.471, -18.382, -21.696], [19.865, -20.629, -22.169], [18.957, -22.320, -20.214], [18.875, -22.630, -22.036], [17.518, -21.931, -21.241], [24.997, -27.230, -11.783], [24.562, -25.824, -11.369], [23.441, -25.555, -10.984], [25.577, -24.937, -11.209], [25.435, -23.647, -10.528], [25.901, -27.419, -11.205], [25.295, -27.350, -12.824], [24.234, -27.952, -11.489], [26.532, -25.225, -11.366], [26.152, -23.454, -9.730], [24.486, -23.632, -9.992], [25.378, -22.756, -11.153], [19.199, -10.488, -18.780], [20.092, -10.697, -20.014], [20.926, -11.619, -20.052], [19.895, -9.876, -21.040], [20.590, -9.927, -22.288], [19.828, -10.675, -17.909], [18.326, -11.135, -18.703], [18.852, -9.460, -18.679], [19.171, -9.180, -20.933], [20.126, -9.339, -23.079], [20.626, -10.951, -22.659], [21.627, -9.632, -22.127], [25.002, -7.907, -13.067], [26.234, -8.200, -12.273], [27.189, -8.790, -12.809], [26.141, -7.900, -11.013], [27.257, -8.018, -10.066], [24.987, -8.581, -13.924], [24.812, -6.890, -13.411], [24.187, -8.181, -12.398], [25.376, -7.312, -10.714], [27.703, -7.026, -9.990], [28.057, -8.636, -10.474], [26.988, -8.367, -9.069], [14.314, -23.244, -6.770], [15.413, -23.350, -7.845], [15.300, -24.111, -8.821], [16.452, -22.545, -7.634], [17.597, -22.468, -8.515], [13.332, -23.374, -7.226], [14.216, -22.334, -6.177], [14.426, -24.012, -6.005], [16.339, -21.742, -7.032], [18.120, -21.590, -8.135], [17.313, -22.359, -9.562], [18.341, -23.263, -8.460], [22.923, -23.999, -4.881], [23.748, -22.750, -4.956], [23.325, -21.765, -5.540], [24.969, -22.617, -4.458], [25.775, -23.705, -3.896], [22.767, -24.463, -5.854], [21.950, -23.627, -4.561], [23.303, -24.698, -4.135], [25.427, -21.721, -4.544], [25.622, -24.652, -4.415], [25.669, -23.772, -2.813], [26.771, -23.392, -4.210], [15.720, -13.100, -12.601], [16.683, -14.251, -12.793], [17.861, -14.004, -12.588], [16.142, -15.427, -13.104], [16.860, -16.652, -13.363], [15.977, -12.348, -13.347], [15.762, -12.717, -11.581], [14.701, -13.452, -12.760], [15.136, -15.413, -13.194], [17.016, -17.177, -12.421], [17.781, -16.425, -13.900], [16.206, -17.297, -13.950], [30.256, -18.490, -10.248], [30.571, -17.021, -10.538], [31.618, -16.537, -10.199], [29.583, -16.322, -11.156], [29.697, -14.879, -11.393], [31.253, -18.930, -10.212], [29.567, -18.896, -10.989], [29.808, -18.662, -9.270], [28.657, -16.726, -11.162], [30.694, -14.603, -11.738], [29.463, -14.359, -10.464], [29.004, -14.451, -12.116], [20.442, -15.498, -0.577], [19.075, -16.053, -1.077], [18.163, -16.246, -0.243], [18.940, -16.401, -2.418], [19.954, -16.670, -3.362], [21.017, -16.392, -0.336], [20.460, -14.902, 0.336], [20.872, -14.959, -1.421], [18.081, -16.862, -2.684], [19.647, -17.474, -4.031], [20.955, -16.839, -2.967], [20.157, -15.823, -4.017], [30.982, -16.628, -2.878], [29.699, -16.803, -3.618], [29.174, -17.924, -3.651], [29.191, -15.715, -4.199], [27.872, -15.821, -4.875], [31.322, -15.594, -2.946], [31.751, -17.297, -3.263], [30.800, -16.859, -1.828], [29.618, -14.805, -4.101], [27.694, -14.797, -5.204], [27.136, -16.260, -4.202], [28.102, -16.379, -5.783], [30.159, -18.215, -17.818], [31.289, -18.808, -18.665], [32.179, -19.478, -18.101], [31.248, -18.621, -19.966], [32.322, -18.955, -20.895], [30.693, -17.578, -17.113], [29.617, -19.016, -17.314], [29.462, -17.734, -18.504], [30.405, -18.204, -20.337], [31.895, -19.127, -21.882], [32.895, -19.796, -20.505], [32.975, -18.095, -21.048], [22.941, -9.555, -4.057], [22.714, -10.660, -5.118], [23.022, -11.817, -4.843], [22.338, -10.227, -6.341], [21.888, -11.087, -7.467], [22.065, -8.948, -3.830], [23.674, -8.854, -4.456], [23.373, -9.925, -3.127], [22.248, -9.236, -6.515], [22.207, -12.124, -7.361], [22.288, -10.606, -8.359], [20.813, -11.225, -7.577], [25.677, -14.358, -23.774], [26.841, -15.215, -24.175], [27.244, -16.134, -23.450], [27.411, -14.958, -25.336], [27.063, -13.931, -26.332], [24.751, -14.678, -24.252], [25.933, -13.360, -24.132], [25.566, -14.385, -22.690], [28.130, -15.564, -25.704], [27.808, -13.142, -26.230], [26.058, -13.510, -26.316], [27.164, -14.295, -27.355]], "orbital_gap_ev": 9.043, "largest_force_ha_per_bohr": 0.1041, "lumo_energy_ha": 0.0012, "total_charge": 0}